1.
# C5H10O2

An isolated molecule of C5H10O2 (ωB97M-V/def2-TZVPD, OMol25).

Last column: Mulliken charge in e.
Positions of all 17 atoms, in Å:
O  1.564  1.780  0.702  -0.2606
O  -0.103  0.723  -1.417  -0.5335
C  0.026  -0.587  0.638  -0.7495
C  2.260  0.673  0.438  -0.8186
C  1.536  -0.603  0.494  -0.2485
C  -0.683  -0.354  -0.698  0.2697
C  -2.181  -0.151  -0.509  -1.3763
H  1.882  -1.144  -0.398  0.2928
H  -2.667  0.006  -1.475  0.3258
H  2.037  -1.107  1.336  0.3809
H  -0.314  -1.534  1.068  0.4001
H  -0.258  0.207  1.344  0.3107
H  -0.515  -1.230  -1.339  0.2996
H  -2.369  0.730  0.119  0.3381
H  -0.062  1.484  -0.820  0.3665
H  -2.641  -1.017  -0.020  0.3483
H  2.488  2.123  0.540  0.6545

The multiplicity is 1. The calculation puts the total energy at -9438.890 eV. The molar mass comes out at 102.13 u. For the relative energy (zero: lowest compared OMol25 entry of this formula, charge and spin), the calculation gives 95.8 kcal/mol.



2.
# C5H10O2

A cluster of 2 separate species, C5H10O2 in total (ωB97M-V/def2-TZVPD, OMol25).

Last column: Mulliken charge in e.
Positions of all 17 atoms, in Å:
O  -3.328  0.729  -0.734  -0.4850
O  -1.123  -1.384  2.333  -0.6749
C  1.501  0.456  -0.589  -0.3311
C  -0.951  0.667  -0.320  -0.8227
C  0.287  -0.088  -0.539  0.1027
C  -2.123  0.121  -0.668  0.1901
C  2.753  -0.286  -0.272  -1.1495
H  -2.146  -0.894  -1.039  0.3536
H  3.622  0.153  -0.767  0.3355
H  -1.028  -0.585  2.860  0.3135
H  3.010  -0.256  0.786  0.2578
H  1.553  1.535  -0.682  0.3011
H  2.735  -1.325  -0.590  0.3427
H  0.246  -1.175  -0.480  0.3172
H  -0.978  -1.062  1.435  0.3538
H  -3.205  1.650  -0.453  0.3191
H  -0.826  1.745  -0.279  0.2762

The multiplicity is 1. The calculation puts the total energy at -9440.638 eV. The molar mass comes out at 102.13 u. For the relative energy (zero: lowest compared OMol25 entry of this formula, charge and spin), the calculation gives 55.5 kcal/mol. Its structure (SMILES) is C/C=C/C=C/O.O.



| no. | orbital gap (eV) | HOMO (eV) |
| --- | --- | --- |
| 1 | 9.426 | -8.518 |
| 2 | 8.995 | -8.273 |